Computed, not measured: an isolated molecule of C6H17NOSi in a non-equilibrium geometry, with ωB97M-V/def2-TZVPD.

## Properties
HOMO energy   -9.01 eV
2S+1   1
Molecular weight   147.29 Da
Energy above the lowest of the compared OMol25 structures with the same formula, charge and spin   270.7 kJ/mol
Total energy   -658.22197 a.u.
E_LUMO   0.877 eV

Each line ends with the Löwdin charge.
Cartesian coordinates (Å):
1 C 1.040527 -2.131961 -0.520480  -0.0310
2 C 0.183207 -1.560916 1.821931  -0.0434
3 C -1.341714 -2.835931 0.152218  -0.0558
4 C 0.977620 3.199003 0.812817  -0.2066
5 C -0.233248 2.563021 -2.139320  -0.1839
6 C -0.244778 -1.834866 0.359691  -0.5379
7 N -0.853738 -0.487813 -0.222280  0.0335
8 O 0.219501 0.634609 0.142779  -0.3275
9 Si -0.272497 2.247765 -0.144888  0.5539
10 H 0.997672 -1.887006 -1.560850  0.0693
11 H 1.717676 -1.445564 -0.041736  0.0582
12 H 1.333471 -3.122115 -0.409920  0.0515
13 H -0.439539 -0.834994 2.314358  0.0742
14 H 1.125887 -0.974279 1.977628  0.0923
15 H 0.192489 -2.512492 2.265300  0.0620
16 H -2.136378 -2.530469 0.772471  0.0657
17 H -1.695881 -2.814455 -0.839746  0.0684
18 H -1.094229 -3.842864 0.529597  0.1003
19 H 0.528380 3.493587 1.757695  0.0292
20 H 1.928356 2.668658 1.018679  0.0532
21 H 1.129156 4.057356 0.324713  -0.0325
22 H -0.934399 2.013370 -2.659476  -0.0448
23 H -0.493204 3.577129 -2.588338  0.0368
24 H 0.799056 2.308002 -2.507564  0.0354
25 H -0.937861 -0.524358 -1.246946  0.0901
26 H -1.495532 2.577582 0.631665  -0.0105

Atoms 1-6, force components in eV/Å:
-1.31 1.80 1.81
0.37 1.51 -1.20
0.66 -0.35 1.68
0.10 -2.97 1.83
1.59 2.06 1.51
1.29 2.84 -2.47